{
  "formula": "C33H46ClNP2Pt",
  "method": "the ωB97M-V functional and the def2-TZVPD basis",
  "species": ["Pt", "Cl", "P", "P", "N", "C", "C", "C", "C", "C", "C", "C", "C", "C", "C", "C", "C", "C", "C", "C", "C", "C", "C", "C", "C", "C", "C", "C", "C", "C", "C", "C", "C", "C", "C", "C", "C", "C", "H", "H", "H", "H", "H", "H", "H", "H", "H", "H", "H", "H", "H", "H", "H", "H", "H", "H", "H", "H", "H", "H", "H", "H", "H", "H", "H", "H", "H", "H", "H", "H", "H", "H", "H", "H", "H", "H", "H", "H", "H", "H", "H", "H", "H", "H"],
  "xyz": [[-0.841506, 0.261735, -0.725017], [-6.310242, 4.954444, -0.173043], [-1.466036, -1.470281, 0.747587], [1.106977, 1.520793, -1.137228], [1.300355, -0.909529, 0.298386], [0.741730, 0.832083, -3.728615], [1.966669, 3.018167, -3.513025], [-0.129034, -1.970129, 1.862237], [0.609670, -3.880607, 5.038689], [2.449335, -0.722780, -0.367617], [4.891440, -0.087548, -1.607481], [3.501162, -1.664516, -0.411428], [-5.504262, 2.390330, -0.342900], [1.323235, 2.134948, 1.507222], [-5.207175, 3.733128, -0.614560], [0.791640, -3.041288, 3.827809], [2.251726, -1.809907, 2.344874], [-2.929427, -0.815765, 1.688293], [4.683240, -1.346929, -1.028039], [-2.498910, 0.529537, 2.275685], [-3.157187, 3.078207, -1.683573], [-0.992812, -2.970706, -1.473680], [3.819873, 0.809832, -1.649828], [-1.924227, -2.973537, -0.261381], [-4.638704, 1.406189, -0.730376], [1.312299, 2.845604, 0.152303], [-4.016422, 4.063655, -1.278945], [2.051133, -2.523986, 3.496895], [-2.662776, 0.665018, -2.020794], [-3.446188, 1.701050, -1.451667], [6.212293, 0.267269, -2.186831], [-1.850444, -4.291924, 0.499399], [-0.295124, -2.723003, 3.006590], [1.174877, -1.565789, 1.453908], [2.598598, 0.489927, -1.088851], [2.550713, 3.719488, 0.004075], [0.913087, 2.107792, -2.896041], [-3.568350, -1.713332, 2.736378], [2.880184, -2.698970, 4.166291], [6.379464, -0.268122, -3.122214], [0.474081, 1.455887, 1.608064], [-4.905165, 0.374313, -0.565548], [-3.136041, -0.315915, -2.045857], [3.344272, -2.639616, 0.026435], [2.245059, 1.567545, 1.629592], [-3.806451, 5.102638, -1.483197], [2.662089, 4.310442, 0.911363], [3.450275, 3.117585, -0.115965], [0.045303, 0.131115, -3.252813], [-2.955949, -2.799515, -0.588399], [-3.349230, 1.043730, 2.719317], [-2.265775, 3.347736, -2.232850], [-1.263425, -3.759582, -2.170784], [0.406664, 3.459304, 0.066868], [1.268254, 2.868910, 2.306411], [-4.517660, -1.277111, 3.038953], [-0.040639, 2.655345, -2.860986], [-2.090180, -5.105844, -0.182701], [-2.941476, -1.784274, 3.619272], [-0.848564, -4.465613, 0.889804], [-1.271389, -3.092914, 3.276162], [1.543576, -4.360228, 5.320966], [1.694057, 0.317757, -3.847977], [7.011692, -0.031382, -1.512542], [-1.743106, 0.388621, 3.048634], [5.478656, -2.074178, -1.051921], [-2.148091, 0.937813, -2.940165], [2.246819, 3.839644, -2.862278], [0.290997, -3.261746, 5.878966], [1.556167, 3.447352, -4.424270], [-3.658056, -0.630034, 0.888160], [3.225484, -1.402327, 2.116448], [2.854468, 2.457432, -3.791425], [0.039158, -3.128717, -1.162746], [-0.154301, -4.639767, 4.882338], [6.300568, 1.331137, -2.385394], [3.970081, 1.767644, -2.120572], [0.359065, 1.078776, -4.717299], [-2.086996, 1.179803, 1.493305], [-1.048203, -2.014160, -2.008494], [2.462945, 4.416199, -0.824889], [-6.434816, 2.146459, 0.144626], [-2.563418, -4.332787, 1.319723], [-3.771678, -2.708026, 2.350178]],
  "forces_ev_per_a": [[0.00, 0.02, -0.26], [0.19, -0.16, -0.04], [-0.43, -0.35, 0.41], [0.34, 0.58, 0.20], [-0.97, 0.15, -0.32], [-0.22, -0.04, 0.04], [0.01, 0.07, 0.17], [0.06, 0.27, -0.31], [-0.05, -0.06, 0.26], [1.06, 0.23, -0.69], [-0.34, -0.07, 0.14], [-0.35, 0.10, 0.15], [-0.03, -0.24, 0.08], [-0.24, -0.05, -0.07], [-0.04, 0.08, -0.02], [0.11, 0.14, -0.24], [-0.05, 0.10, -0.24], [0.42, 0.11, -0.18], [0.07, 0.25, -0.09], [-0.03, 0.12, -0.20], [-0.11, 0.26, 0.07], [-0.12, 0.12, -0.15], [0.10, -0.11, 0.03], [0.13, 0.44, 0.05], [-0.18, 0.13, 0.12], [-0.14, -0.26, -0.27], [0.21, 0.08, -0.08], [-0.17, -0.08, 0.03], [-0.21, 0.13, -0.22], [0.15, -0.16, -0.01], [0.27, -0.05, -0.16], [-0.05, 0.09, 0.04], [0.11, 0.05, -0.07], [-0.13, -0.34, 0.84], [-0.49, -0.33, 0.34], [-0.11, 0.08, -0.13], [-0.26, -0.24, 0.39], [0.03, -0.07, -0.17], [0.10, -0.04, 0.04], [-0.01, -0.01, -0.07], [0.05, -0.01, 0.09], [-0.04, -0.14, 0.02], [0.08, 0.00, -0.06], [0.07, -0.06, 0.05], [0.07, -0.07, 0.05], [0.04, 0.06, -0.04], [0.06, 0.05, 0.05], [0.07, 0.01, 0.01], [0.07, 0.03, -0.20], [0.04, 0.08, 0.01], [-0.08, -0.02, 0.08], [0.07, -0.02, -0.02], [-0.03, -0.13, -0.02], [0.04, -0.06, 0.01], [0.04, 0.10, 0.07], [-0.07, 0.03, 0.07], [0.09, -0.11, 0.00], [-0.01, -0.05, -0.05], [0.04, -0.05, 0.13], [0.01, -0.04, 0.01], [-0.11, -0.05, 0.04], [-0.01, -0.07, 0.04], [0.06, 0.00, -0.02], [0.10, 0.03, 0.05], [0.04, 0.03, 0.05], [0.14, -0.11, -0.01], [0.12, -0.09, 0.01], [0.07, 0.10, 0.01], [-0.03, 0.01, 0.08], [-0.02, 0.02, -0.10], [0.13, -0.08, 0.03], [0.06, -0.01, 0.00], [0.08, -0.01, 0.00], [0.11, -0.01, -0.02], [0.00, -0.05, 0.02], [0.00, 0.07, -0.01], [0.01, 0.11, -0.08], [0.01, 0.00, -0.07], [-0.04, -0.01, 0.19], [0.07, -0.21, -0.03], [0.09, 0.01, -0.07], [-0.09, -0.03, 0.07], [0.00, -0.04, 0.10], [-0.05, -0.14, 0.05]],
  "e_tot_ev": -70789.099,
  "charge": 2,
  "multiplicity": 5,
  "orbital_gap_ev": [7.72, 5.48]
}

***

{
  "formula": "C33H46FHfN2O2SeSi",
  "method": "the ωB97M-V functional and the def2-TZVPD basis",
  "species": ["Hf", "Se", "Si", "F", "O", "O", "N", "N", "C", "C", "C", "C", "C", "C", "C", "C", "C", "C", "C", "C", "C", "C", "C", "C", "C", "C", "C", "C", "C", "C", "C", "C", "C", "C", "C", "C", "C", "C", "C", "C", "C", "H", "H", "H", "H", "H", "H", "H", "H", "H", "H", "H", "H", "H", "H", "H", "H", "H", "H", "H", "H", "H", "H", "H", "H", "H", "H", "H", "H", "H", "H", "H", "H", "H", "H", "H", "H", "H", "H", "H", "H", "H", "H", "H", "H", "H", "H"],
  "xyz": [[-0.628273, 0.300503, -0.579531], [1.367224, 0.964092, -1.975308], [3.290095, 0.137797, -2.861629], [-2.272966, 1.650052, 1.502807], [-2.388847, -1.000146, -0.036454], [-1.342956, -1.094693, -2.285819], [-7.986994, -0.598891, -2.740614], [0.103268, 0.362292, 1.439865], [-3.597782, 1.008802, -2.813260], [-1.589712, 1.487816, 2.686441], [4.174158, -1.013904, -1.672071], [1.235378, -3.465711, -0.131381], [-5.860022, 0.738920, -2.266058], [2.219520, 2.315731, 1.735059], [4.240386, 1.681579, -3.129402], [-4.342937, 1.688823, -0.648959], [0.233380, -3.283284, 2.080909], [4.023567, -1.040039, 2.146288], [-0.558507, -1.401985, -3.506144], [3.052854, -1.875989, 1.585370], [2.456320, 0.823107, 1.859225], [-1.936956, 1.996717, -1.315379], [-3.335818, 1.548497, -1.589561], [-2.815961, -1.207417, 1.338027], [1.791416, -1.445668, 1.305861], [-3.211748, -1.690480, -0.992696], [-0.252293, 1.038879, 5.115177], [-0.436972, 0.691870, 2.694768], [3.651585, 0.318616, 2.319057], [-4.851336, 0.548135, -3.164179], [2.147285, 3.002438, 3.113370], [3.338018, 2.970917, 0.907251], [0.157277, 0.436091, 3.918086], [-1.951555, 2.162103, 3.826547], [-1.276423, 1.961299, 5.032353], [-2.256449, -2.115379, -2.053626], [2.764002, -0.599931, -4.476510], [-5.603454, 1.280612, -1.008890], [0.750113, -2.444705, 0.916194], [-7.142641, 0.127168, -2.561094], [1.427266, -0.108147, 1.520000], [-2.068782, -0.865987, 2.055870], [3.040865, 4.009100, 0.868579], [1.927545, -4.136373, 0.346620], [-4.121123, 2.271196, 0.273534], [0.248560, 0.824915, 6.051720], [3.994428, -2.037951, -1.777551], [3.305240, -2.921745, 1.376564], [-1.510852, 2.249370, -2.283257], [-6.380981, 1.426079, -0.327544], [1.918708, -1.278296, -4.499791], [0.273738, -2.054502, -3.231533], [-1.227256, -1.781530, -4.242269], [-1.611796, 2.418704, 5.981356], [1.295927, 2.457420, 1.193464], [1.733364, -2.894394, -0.876143], [-4.954013, 0.130729, -4.135604], [-2.789783, -2.440064, -2.915142], [1.215872, 3.332707, 3.422971], [-1.873503, 2.879543, -0.560381], [0.410984, -4.031481, -0.667801], [2.545682, 2.230358, 3.805350], [1.052957, -3.879562, 2.390034], [2.765858, 3.935742, 3.101071], [4.272184, 2.875477, 1.447421], [-2.727556, 0.964086, -3.532684], [-0.077519, -0.474216, -3.777567], [4.087677, -0.725556, -0.585542], [-3.677047, -2.610819, -0.593326], [-3.715744, -0.595509, 1.501359], [4.693650, 2.037588, -2.236846], [3.470498, 2.441581, -0.034065], [3.600135, -1.082104, -5.001061], [-2.837475, 2.762111, 3.902170], [-1.745603, -2.960426, -1.599231], [-0.208462, -1.909844, 0.588343], [-4.050358, -1.070432, -1.268658], [4.389920, 1.075364, 2.672163], [-2.972952, -2.292315, 1.424207], [5.230218, -0.941985, -2.020968], [2.431933, 0.242740, -5.160077], [5.042063, 1.590453, -3.882731], [-0.172953, -2.694607, 2.933338], [5.042287, -1.468800, 2.433047], [0.934270, -0.314918, 3.837310], [3.567165, 2.450478, -3.473104], [-0.550468, -3.998831, 1.842309]],
  "forces_ev_per_a": [[-0.18, 0.35, 0.63], [-0.72, 0.30, 0.51], [0.07, -0.76, 0.47], [0.52, -0.14, 0.45], [0.24, -0.09, 0.79], [1.28, 0.58, -1.22], [-2.44, -1.48, -0.58], [-1.12, -0.60, -1.09], [1.15, -0.54, -1.83], [0.50, 0.35, 0.92], [0.95, 1.79, 0.32], [-1.49, 0.54, -0.52], [-1.38, -0.78, 0.43], [0.30, -0.07, 0.26], [0.45, -0.05, -1.07], [0.07, 0.82, 0.30], [-0.79, 0.78, 0.99], [0.02, 0.04, 0.36], [0.77, 0.88, 1.41], [2.13, -0.70, 0.41], [-1.20, -0.60, -0.20], [0.29, 0.76, 1.38], [1.40, 0.88, 1.08], [-0.57, -0.10, 0.05], [-1.77, 0.72, 0.28], [-0.65, -0.32, 0.34], [0.20, -0.16, -1.13], [-0.75, 1.28, -1.04], [1.93, 0.04, -0.38], [1.40, 0.75, -0.28], [2.61, -0.45, -0.40], [-0.43, -0.82, 0.72], [0.28, -0.73, 0.23], [-0.69, -0.12, 0.52], [-0.09, -0.24, 1.00], [-0.60, -0.89, 1.57], [-0.13, 0.87, -1.52], [0.44, 0.20, -0.27], [-2.27, -0.84, -0.52], [2.61, 1.46, 0.78], [1.97, 0.19, -0.13], [0.14, -0.19, -0.46], [0.37, 0.34, -0.70], [0.19, -0.48, -0.09], [-0.46, -0.84, -0.68], [-0.07, -0.05, -0.12], [-0.83, -1.65, -0.10], [-0.01, 0.40, 0.19], [0.39, 0.43, 0.08], [-1.30, 0.08, 0.84], [0.09, -0.30, 0.34], [-0.43, -0.42, -0.06], [-0.34, -0.35, -0.56], [0.04, 0.00, -0.92], [-0.35, 0.04, -0.16], [0.80, 0.23, -0.96], [-0.59, -0.36, -0.56], [-0.27, -0.08, -0.97], [-2.11, 0.18, 0.53], [-0.09, -1.36, -1.47], [0.83, 0.50, 1.00], [-0.18, 1.08, 0.18], [0.85, -0.56, 0.85], [-0.15, -0.92, 0.22], [0.28, 0.23, 0.13], [-1.23, -0.09, 0.66], [-0.27, 0.24, -0.33], [0.20, -0.15, -1.21], [0.46, 0.39, 0.33], [0.07, -0.53, -0.05], [0.40, 0.28, 0.94], [-0.17, 0.45, -0.33], [-0.11, 0.02, 0.16], [-0.27, 0.35, -0.51], [0.45, -0.39, -0.36], [1.25, -0.45, -0.19], [0.03, 0.51, -0.34], [-0.44, -0.88, -0.18], [-0.17, 0.47, 0.34], [-0.33, 0.23, 0.54], [0.47, -0.69, 0.77], [-0.29, -0.15, 0.23], [0.54, -0.18, -0.44], [-1.60, 0.91, -0.40], [0.32, 0.24, 0.60], [-0.26, 0.35, -0.21], [-0.15, 0.07, -0.57]],
  "de_lowest_kcal_mol": 32.4,
  "e_tot_ev": -119286.034,
  "charge": 1,
  "orbital_gap_ev": 8.01
}

***

Number 1: F_max 1.3 eV/A. Number 2: F_max 3.1 eV/A.